Computed, not measured: a single C4H11N3 molecule in a non-equilibrium geometry, with the ωB97M-V functional and the def2-TZVPD basis.

Geometry (Å):
H1 -2.342 1.803 -1.883
N1 -1.402 1.458 -1.769
C1 -1.041 1.088 -0.584
N2 -1.131 1.864 0.578
N3 -0.224 0.000 -0.475
C2 0.150 -0.523 0.862
C3 0.857 -1.853 0.724
C4 2.348 -1.767 0.349
H2 -0.257 2.074 1.030
H3 -1.703 2.659 0.342
H4 0.245 -0.428 -1.250
H5 0.752 0.218 1.394
H6 -0.813 -0.651 1.356
H7 0.341 -2.365 -0.095
H8 0.690 -2.506 1.579
H9 2.645 -0.829 -0.072
H10 3.028 -1.982 1.164
H11 2.451 -2.352 -0.556

Output
LUMO energy: 0.033 hartree
HOMO-LUMO gap: 8.89 eV
electronic energy: -8795.8405 eV
SMILES: [H]/N=C(\N)NCCC


Computed, not measured: 2 unconnected molecules or ions with the total composition C4H11N3, with the ωB97M-V functional and the def2-TZVPD basis.

Geometry (Å):
H1 0.882 -2.504 -0.656
N1 0.495 -1.593 -0.897
C1 -0.526 -1.261 -0.232
N2 -1.084 -1.983 0.788
C2 -1.171 0.079 -0.543
N3 -2.207 0.550 0.353
H2 -0.784 -2.934 0.928
H3 -2.001 -1.747 1.131
H4 -1.587 0.025 -1.550
H5 -0.370 0.825 -0.565
H6 -3.041 -0.025 0.301
H7 -1.873 0.577 1.312
C3 2.167 1.098 0.272
C4 2.259 2.230 -0.394
H8 2.047 0.152 -0.229
H9 2.203 1.071 1.352
H10 2.223 2.258 -1.472
H11 2.368 3.183 0.101

Output
LUMO energy: 0.030 hartree
HOMO-LUMO gap: 10.11 eV
electronic energy: -8795.7304 eV
SMILES: [H]/N=C(\N)CN.C=C


Computed, not measured: a molecular structure, C4H11N3 in a non-equilibrium geometry, with the ωB97M-V functional and the def2-TZVPD basis.

Geometry (Å):
C1 2.195 -0.295 -0.524
C2 -0.693 1.908 0.135
N1 1.270 0.474 0.320
C3 -0.821 -0.599 -0.122
C4 -0.013 0.572 -0.060
N2 -0.271 -1.725 0.337
N3 -2.192 -0.499 -0.310
H1 1.222 -0.494 1.417
H2 0.641 -1.316 1.217
H3 -0.951 -2.408 0.661
H4 -2.515 0.333 -0.779
H5 -2.659 -1.337 -0.618
H6 1.779 -1.220 -0.931
H7 2.496 0.365 -1.341
H8 3.083 -0.537 0.060
H9 -1.139 2.274 -0.796
H10 0.056 2.632 0.447
H11 -1.489 1.872 0.887

Output
LUMO energy: 0.026 hartree
HOMO-LUMO gap: 8.31 eV
electronic energy: -8793.3329 eV


Which formula does entry 3 have?
C4H11N3